Record 1
Formula: C4H3FO2
Source: OMol25
Level of theory: ωB97M-V/def2-TZVPD

Properties
Gap between HOMO and LUMO ... 10.29 eV
E_LUMO ... 0.5 eV
Highest occupied orbital energy ... -9.8 eV
Total charge ... 0
SMILES ... CC#CF.O=C=O
Spin multiplicity ... 1
ΔE to the lowest compared entry with this formula, charge and spin ... 28.7 kcal per mole

CARTESIAN COORDINATES (ANGSTROEM)
C 1.44785 0.40529 -0.38427
C 0.24073 1.10355 0.00037
C -0.87653 1.38946 0.34015
F -1.97739 1.84553 0.73953
H 1.20298 0.01217 -1.41564
H 2.24136 1.04725 -0.40618
H 1.35162 -0.46542 0.42146
O -1.91844 -1.33498 1.00266
C -1.19831 -1.73657 0.22812
O -0.51388 -2.26627 -0.52620

Force components x, y, z for each atom (eV/Å):
C -3.680 -3.556 0.352
C -1.790 0.699 0.304
C 2.198 -0.196 -0.597
F -1.505 0.495 0.464
H 0.827 0.044 1.103
H 2.491 1.073 0.297
H 1.592 1.510 -1.964
O -1.940 1.484 2.124
C 0.710 -1.301 -0.952
O 1.099 -0.253 -1.132

Record 2
Formula: C43H58AsN5O6PtS2Si3
Source: OMol25
Level of theory: ωB97M-V/def2-TZVPD

Properties
Gap between HOMO and LUMO (spin up / spin down) ... 4.25 / 4.22 eV
E_LUMO (spin up / spin down) ... -8.2 / -8.2 eV
Highest occupied orbital energy (spin up / spin down) ... -12.4 / -12.4 eV
Total charge ... +2
Spin multiplicity ... 1

CARTESIAN COORDINATES (ANGSTROEM)
Pt -0.08804 -0.09147 -0.54787
C -4.13119 0.28160 1.15674
O -3.07380 0.17707 2.10040
C -2.03722 -0.36266 1.47611
N -2.23643 -0.77449 0.25287
C -3.56846 -0.34082 -0.14189
C -4.48627 -1.39444 -0.69564
C -5.24296 -1.07707 -1.81855
C -6.16522 -1.97608 -2.32328
C -6.32103 -3.21201 -1.71544
C -5.59511 -3.52007 -0.57503
C -4.68733 -2.61056 -0.05862
C -0.76705 -0.37927 2.15056
C -0.65729 0.07633 3.45240
C 0.59881 0.33113 3.99175
C 1.69338 0.26460 3.13837
C 1.53207 -0.20328 1.84282
N 0.33389 -0.69061 1.37929
C 2.62074 -0.14023 0.90794
N 2.63230 -0.60982 -0.30075
C 3.89679 -0.21252 -0.90486
C 4.69255 0.37605 0.28899
O 3.73013 0.48646 1.32524
C 4.68569 -1.30348 -1.58628
C 5.97061 -1.00408 -2.03082
C 6.76396 -1.97960 -2.60419
C 6.28539 -3.27322 -2.73431
C 5.00200 -3.57293 -2.31290
C 4.20490 -2.59086 -1.74577
H -4.38331 1.33405 1.02905
H -4.99515 -0.26383 1.53897
H -3.45028 0.45099 -0.88933
H -5.10831 -0.11565 -2.29128
H -6.76303 -1.70456 -3.17998
H -7.01193 -3.93218 -2.12409
H -5.76174 -4.45973 -0.07208
H -4.14236 -2.83878 0.84563
H -1.55950 0.26319 4.01243
H 0.70634 0.66277 5.01014
H 2.67426 0.58587 3.45680
H 3.67891 0.57661 -1.63336
H 5.12463 1.35852 0.09427
H 5.48651 -0.29790 0.63191
H 6.35772 -0.00452 -1.92030
H 7.75636 -1.72712 -2.94293
H 6.90054 -4.03890 -3.17870
H 4.62424 -4.57856 -2.41842
H 3.18869 -2.80807 -1.42849
O -0.55381 3.72052 -1.28460
S -0.89846 2.41783 -0.81275
O -0.09768 1.89474 0.29755
O -2.29368 2.13846 -0.61336
S -0.49219 1.14594 -2.42302
C 2.81128 6.58043 -1.83168
N 2.33124 5.29652 -2.26142
N 2.08083 4.27847 -1.39794
C 1.87454 3.12251 -2.12708
O 1.63710 1.99280 -1.64751
C 2.01801 3.48551 -3.48908
C 2.28573 4.83107 -3.53040
C 2.51779 5.71287 -4.69587
C 1.72234 4.48442 -0.05354
C 2.14875 3.58579 0.91250
C 1.71428 3.73676 2.21682
C 0.87954 4.78466 2.56545
C 0.46548 5.68784 1.59900
C 0.87689 5.53776 0.29030
H 3.03616 6.55074 -0.76616
H 2.07599 7.36459 -2.02095
H 3.72354 6.82643 -2.37626
H 1.88803 2.80882 -4.30784
H 2.36664 5.15409 -5.61591
H 3.53161 6.11192 -4.68785
H 1.82610 6.55392 -4.68059
H 2.79763 2.77026 0.63802
H 2.02827 3.02566 2.96479
H 0.54845 4.89203 3.58715
H -0.19283 6.50018 1.86679
H 0.49737 6.19245 -0.47531
C -0.61081 -5.26785 -3.29250
Si -1.49501 -4.03803 -2.11142
C -2.85256 -3.02789 -2.97778
C -2.06599 -4.93941 -0.52755
As 0.53331 -2.12062 -1.36257
Si 1.27880 -1.80073 -3.79975
C -0.34084 -1.61344 -4.80282
C 2.20758 -3.40036 -4.34465
C 2.38399 -0.26518 -3.96386
Si 1.39069 -3.62852 0.58143
C 1.75812 -5.25654 -0.38742
C -0.03017 -3.75090 1.86083
C 2.99057 -3.20968 1.55372
H -0.80451 -6.29158 -2.98664
H 0.46110 -5.11662 -3.32833
H -0.98579 -5.17188 -4.30635
H -3.83340 -3.36232 -2.65155
H -2.82962 -3.13694 -4.05740
H -2.77489 -1.97173 -2.74406
H -2.81473 -5.67582 -0.80698
H -2.53682 -4.27551 0.18852
H -1.26360 -5.46901 -0.02455
H -0.85433 -2.55694 -4.95604
H -0.12259 -1.20436 -5.78648
H -1.01000 -0.91230 -4.31063
H 1.68544 -3.90100 -5.15248
H 2.35406 -4.10662 -3.53391
H 3.18965 -3.13923 -4.72484
H 2.11719 0.47494 -3.21784
H 2.23544 0.18105 -4.94220
H 3.43594 -0.51217 -3.86550
H 0.95051 -5.54005 -1.05191
H 1.94026 -6.08541 0.28829
H 2.65535 -5.14396 -0.98822
H -0.19949 -4.77394 2.18004
H -0.96149 -3.34396 1.48314
H 0.23655 -3.17964 2.74500
H 3.81976 -2.94029 0.90850
H 3.29592 -4.08399 2.12515
H 2.83409 -2.40313 2.26425

Force components x, y, z for each atom (eV/Å):
Pt -2.452 -0.217 -0.509
C -0.939 0.169 -0.618
O 1.306 -0.116 0.734
C -2.019 -0.615 -1.481
N 1.809 0.504 1.201
C -0.793 0.384 -0.454
C -0.044 0.023 -0.115
C 0.059 -0.015 0.182
C -0.021 -0.010 0.010
C -0.048 0.024 -0.039
C -0.016 -0.037 0.081
C 0.003 0.125 -0.074
C 1.952 -0.437 0.541
C -0.007 -0.233 0.041
C 0.001 -0.100 -0.724
C -0.059 -0.207 0.285
C -1.761 -0.891 0.677
N 0.271 2.641 1.425
C 1.767 -0.668 -2.773
N -0.102 0.762 1.663
C 0.630 0.315 0.068
C 0.733 -0.136 -0.551
O -0.755 0.263 1.016
C -0.061 -0.031 0.037
C -0.118 -0.049 0.033
C 0.023 0.058 0.002
C -0.086 -0.076 -0.091
C 0.052 -0.042 0.034
C -0.242 0.056 0.078
H 0.070 -0.056 0.104
H 0.124 0.021 0.013
H -0.022 -0.291 0.187
H 0.007 0.136 -0.096
H -0.019 -0.047 -0.109
H -0.143 -0.051 0.005
H 0.033 -0.146 0.031
H 0.069 -0.070 0.155
H -0.074 0.031 0.054
H 0.021 0.073 0.152
H 0.019 -0.014 -0.015
H -0.100 -0.030 0.071
H -0.114 -0.045 0.072
H -0.157 0.086 -0.085
H 0.101 0.247 0.001
H 0.113 -0.006 -0.036
H 0.093 -0.090 -0.025
H -0.040 -0.124 -0.045
H 0.203 -0.070 -0.025
O -0.351 -0.093 0.228
S -1.641 2.335 -1.113
O 0.123 -0.295 0.745
O -0.478 0.183 0.089
S 1.137 -1.127 1.204
C 0.346 0.619 0.114
N -0.349 0.036 -0.614
N 0.226 -0.868 -0.141
C 1.227 1.174 -0.978
O -0.069 -0.287 -0.043
C -0.065 0.148 0.392
C -0.080 -0.228 0.297
C 0.047 0.112 -0.008
C -0.048 0.281 0.767
C 0.142 0.152 -0.205
C -0.058 0.059 0.050
C 0.052 -0.147 0.076
C 0.035 0.070 0.008
C 0.091 -0.167 -0.016
H -0.020 0.005 -0.156
H -0.012 -0.067 0.073
H -0.008 -0.021 0.055
H 0.031 -0.042 -0.240
H 0.036 0.022 0.019
H 0.056 0.026 -0.061
H -0.020 0.061 -0.037
H 0.084 -0.070 -0.046
H 0.105 -0.014 0.103
H -0.024 0.052 0.084
H -0.055 0.062 -0.019
H -0.048 0.126 -0.111
C -0.357 0.645 0.503
Si 0.573 0.585 0.192
C 0.470 -0.431 0.305
C 0.213 0.506 -0.588
As -0.673 -4.359 -1.803
Si 0.476 -0.698 -0.137
C 0.630 0.130 0.724
C -0.384 0.805 0.280
C -0.573 -0.542 0.203
Si 0.381 -0.692 -0.443
C -0.352 0.936 0.382
C 0.453 0.360 -0.596
C -0.656 0.212 -0.547
H -0.016 -0.152 0.204
H 0.149 -0.049 0.045
H -0.122 0.166 -0.175
H -0.086 -0.089 0.146
H 0.179 -0.086 -0.142
H 0.047 0.107 0.038
H -0.152 -0.166 -0.205
H -0.012 0.162 0.017
H 0.189 -0.064 -0.038
H -0.015 -0.127 0.134
H 0.250 0.071 -0.123
H -0.245 0.002 -0.002
H -0.270 -0.085 -0.088
H 0.003 -0.077 0.110
H 0.217 0.155 0.024
H 0.043 0.157 0.121
H -0.097 0.012 -0.282
H 0.130 -0.145 0.068
H -0.177 -0.059 -0.094
H -0.023 -0.101 0.294
H 0.184 0.146 -0.101
H 0.019 -0.241 -0.085
H -0.191 -0.021 -0.117
H 0.165 0.111 0.160
H 0.109 0.011 -0.143
H -0.148 -0.249 0.016
H -0.015 0.060 0.141